Record 1
ORCA calculation (ωB97M-V with the def2-TZVPD basis set) on a molecular structure, C6H3FO8Zn.

Computed properties:
LUMO energy (spin up / spin down): -0.13325 / -0.13322 Eh
HOMO level (spin up / spin down): -7.63 / -7.62 eV
Kohn-Sham gap (spin up / spin down): 0.1470 / 0.1469 Ha
Largest force on an atom: 0.0804 Eh/bohr
Electronic energy: -73781.0216 eV
Energy above the lowest of the compared OMol25 structures with the same formula, charge and spin: 0.0 kJ/mol

Geometry (Å):
C1 1.88 -1.29 -0.89
C2 1.90 -0.20 -0.06
O1 2.61 0.92 -0.46
C3 1.94 1.76 -1.36
O2 0.81 1.31 -1.70
O3 2.65 2.59 -1.92
O4 1.28 -2.42 -0.73
F1 2.99 -1.49 -1.68
H1 1.53 -0.23 0.96
O5 -1.30 -1.93 0.95
C4 -1.76 -0.80 0.93
C5 -1.44 0.34 0.05
O6 -2.10 1.43 0.70
C6 -2.78 1.01 1.74
O7 -3.60 1.60 2.37
O8 -2.53 -0.35 1.93
Zn1 -0.01 -2.94 0.28
H2 -1.86 0.19 -0.95
H3 -0.24 0.51 -0.16

Record 2
ORCA calculation (ωB97M-V with the def2-TZVPD basis set) on a single C6H3N molecule.

Computed properties:
LUMO energy: -0.05751 Eh
HOMO level: -9.36 eV
Kohn-Sham gap: 0.2866 Ha
Largest force on an atom: 0.0697 Eh/bohr
Electronic energy: -7752.1527 eV
Energy above the lowest of the compared OMol25 structures with the same formula, charge and spin: 344.7 kJ/mol

Geometry (Å):
C1 -2.88 -2.50 -0.15
C2 -3.98 -2.06 -0.60
C3 -1.87 -1.69 0.01
C4 -3.39 0.57 -0.82
C5 -1.27 -0.51 -0.13
C6 0.11 0.05 0.05
N1 -2.23 0.39 -0.60
H1 -0.07 1.04 -0.26
H2 0.73 -0.42 -0.72
H3 0.63 -0.10 0.91

Record 3
ORCA calculation (ωB97M-V with the def2-TZVPD basis set) on a molecular structure, C6H3N.

Computed properties:
LUMO energy (spin up / spin down): -0.00361 / -0.00362 Eh
HOMO level (spin up / spin down): -7.73 / -7.73 eV
Kohn-Sham gap (spin up / spin down): 0.2804 / 0.2804 Ha
Largest force on an atom: 0.1100 Eh/bohr
Electronic energy: -7752.5129 eV
Energy above the lowest of the compared OMol25 structures with the same formula, charge and spin: 310.0 kJ/mol

Geometry (Å):
C1 -0.45 0.98 -0.15
C2 -1.54 0.16 -0.64
C3 0.64 0.37 0.23
C4 1.00 -1.16 0.36
C5 -0.12 -1.35 -0.20
C6 2.16 -0.45 0.54
N1 -1.27 -1.12 -0.54
H1 -0.42 2.05 -0.18
H2 -2.42 0.58 -0.98
H3 2.42 -0.06 1.57

Record 4
ORCA calculation (ωB97M-V with the def2-TZVPD basis set) on a single C6H3O6P molecule.

Computed properties:
LUMO energy: -0.07617 Eh
Structure (SMILES): O=c1ccc(=O)c2op(OO)oc1=2
HOMO level: -10.16 eV
Kohn-Sham gap: 0.2972 Ha
Largest force on an atom: 0.0906 Eh/bohr
Electronic energy: -27840.4008 eV
Energy above the lowest of the compared OMol25 structures with the same formula, charge and spin: 75.1 kJ/mol

Geometry (Å):
O1 -1.27 -2.38 0.69
C1 -1.22 -1.19 0.54
C2 -2.39 -0.32 0.30
C3 -2.31 0.98 0.03
C4 -1.02 1.75 -0.06
O2 -0.98 2.90 -0.40
C5 0.06 0.88 0.30
O3 1.73 1.35 0.46
P1 2.57 0.03 0.55
O4 2.68 -0.30 -1.09
O5 3.83 -1.03 -1.45
O6 1.21 -1.03 0.82
C6 0.08 -0.42 0.57
H1 -3.34 -0.84 0.34
H2 -3.18 1.57 -0.18
H3 3.56 -1.96 -1.39

Record 5
ORCA calculation (ωB97M-V with the def2-TZVPD basis set) on a single C6H4 molecule.

Computed properties:
LUMO energy: 0.01183 Eh
Structure (SMILES): C#CC(=C)C#C
HOMO level: -9.28 eV
Kohn-Sham gap: 0.3527 Ha
Largest force on an atom: 0.0383 Eh/bohr
Electronic energy: -6281.9171 eV
Energy above the lowest of the compared OMol25 structures with the same formula, charge and spin: 53.8 kJ/mol

Geometry (Å):
C1 -2.14 -1.18 -0.06
C2 -1.15 -0.52 0.20
C3 0.03 0.36 0.15
C4 -0.08 1.69 -0.01
C5 1.29 -0.39 0.04
C6 2.28 -1.06 -0.05
H1 -3.10 -1.68 -0.17
H2 -1.04 2.23 -0.19
H3 0.81 2.23 -0.04
H4 3.11 -1.69 0.13

Record 6
ORCA calculation (ωB97M-V with the def2-TZVPD basis set) on 14 unconnected molecules or ions with the total composition C6H40NO13S.

Computed properties:
LUMO energy: 0.08687 Eh
HOMO level: -4.11 eV
Kohn-Sham gap: 0.2380 Ha
Largest force on an atom: 0.0863 Eh/bohr
Net charge: -1
Electronic energy: -45814.1089 eV
Energy above the lowest of the compared OMol25 structures with the same formula, charge and spin: 362.7 kJ/mol

Geometry (Å):
C1 0.92 -2.66 -1.58
C2 2.31 -3.06 -2.09
S1 3.66 -2.20 -1.18
C3 0.23 -1.64 -2.47
N1 -0.92 -0.95 -1.86
C4 -0.59 -0.06 -0.75
C5 0.18 1.19 -1.25
C6 -1.96 -1.88 -1.50
H1 0.31 -3.55 -1.54
H2 1.09 -2.21 -0.63
H3 2.47 -2.90 -3.17
H4 2.49 -4.12 -1.83
H5 0.93 -0.85 -2.61
H6 0.15 -1.92 -3.53
H7 -0.04 -0.55 0.06
H8 -1.55 0.33 -0.47
H9 -0.46 1.61 -2.03
H10 0.77 1.82 -0.62
H11 0.94 0.72 -1.86
H12 -2.21 -2.48 -2.38
H13 -1.70 -2.59 -0.69
H14 -2.89 -1.46 -1.14
H15 -1.65 1.11 4.68
H16 -0.84 1.59 3.36
O1 -1.62 1.67 3.86
H17 3.05 3.17 2.12
H18 2.73 1.76 1.90
O2 2.31 2.58 1.99
H19 2.00 -0.87 3.03
H20 1.63 0.09 2.05
O3 1.66 0.00 2.99
H21 0.44 -0.40 4.04
H22 -0.29 -1.63 5.01
O4 -0.14 -0.67 4.80
H23 3.53 -0.33 -1.04
H24 4.26 1.12 -0.90
O5 3.78 0.50 -0.38
H25 0.11 4.02 3.67
H26 1.16 3.11 3.30
O6 0.74 3.42 4.07
H27 -1.34 2.56 -4.39
H28 -1.14 3.58 -3.37
O7 -1.82 3.27 -3.94
H29 -2.75 0.66 2.26
H30 -3.35 0.17 3.51
O8 -3.45 0.14 2.55
H31 -3.63 -2.19 1.12
H32 -2.93 -1.76 2.33
O9 -3.00 -2.51 1.73
H33 -0.88 2.31 0.95
H34 -1.67 2.68 -0.41
O10 -1.39 2.94 0.52
H35 -1.13 -0.10 -5.05
H36 -0.67 0.26 -3.64
O11 -0.89 0.59 -4.50
H37 4.85 -1.48 1.26
H38 4.19 -2.77 1.69
O12 4.76 -2.01 2.01
H39 -3.03 1.20 -3.20
H40 -4.28 0.66 -2.58
O13 -3.41 0.99 -2.30

Record 7
ORCA calculation (ωB97M-V with the def2-TZVPD basis set) on 15 unconnected molecules or ions with the total composition C6H40O15.

Computed properties:
LUMO energy (spin up / spin down): -0.21243 / -0.37365 Eh
Spin multiplicity: 2
HOMO level (spin up / spin down): -13.27 / -13.27 eV
Kohn-Sham gap (spin up / spin down): 0.2752 / 0.1139 Ha
Largest force on an atom: 0.0814 Eh/bohr
Net charge: +1
Electronic energy: -37572.1892 eV
Energy above the lowest of the compared OMol25 structures with the same formula, charge and spin: 247.0 kJ/mol

Geometry (Å):
O1 -1.41 -0.43 -0.41
C1 -0.83 0.54 0.12
C2 0.52 0.95 -0.36
C3 1.03 2.10 0.60
C4 0.87 1.70 2.09
C5 2.39 2.62 0.10
C6 2.70 4.08 0.49
H1 -1.43 1.15 0.80
H2 0.77 1.22 -1.34
H3 1.22 0.05 -0.31
H4 0.40 3.03 0.39
H5 -0.15 1.74 2.50
H6 1.26 0.74 2.28
H7 1.28 2.49 2.73
H8 2.61 2.42 -0.95
H9 3.03 1.91 0.60
H10 2.91 4.76 -0.34
H11 1.89 4.57 0.99
H12 3.53 3.93 1.17
H13 -3.77 -2.19 -0.83
H14 -2.91 -0.88 -0.84
O2 -3.82 -1.23 -0.94
H15 4.27 0.04 -0.65
H16 5.55 -0.92 -0.62
O3 5.10 -0.19 -1.08
H17 -2.41 3.34 1.01
H18 -3.53 2.50 0.30
O4 -3.15 2.78 1.13
H19 -3.99 -1.53 2.05
H20 -5.14 -2.12 1.15
O5 -4.32 -2.32 1.66
H21 -4.07 1.06 -1.77
H22 -2.60 0.98 -1.83
O6 -3.28 1.42 -1.32
H23 0.87 -2.63 0.17
H24 1.79 -3.75 0.01
O7 1.70 -2.95 0.56
H25 0.82 -2.20 -2.81
H26 0.10 -1.28 -1.82
O8 0.92 -1.80 -1.93
H27 -2.63 -4.16 0.18
H28 -1.70 -2.94 0.09
O9 -1.99 -3.70 -0.41
H29 -4.43 1.54 3.21
H30 -3.23 1.41 2.31
O10 -3.91 0.87 2.78
H31 -5.87 0.63 0.31
H32 -5.35 -0.22 -0.79
O11 -5.92 0.55 -0.64
H33 3.17 1.10 -3.79
H34 4.55 0.49 -3.20
O12 4.00 0.69 -3.96
H35 0.88 -2.00 4.95
H36 2.37 -2.42 5.02
O13 1.49 -2.75 5.10
H37 4.49 -3.31 -0.41
H38 3.61 -2.41 0.52
O14 4.45 -2.50 0.09
H39 2.26 -1.63 -4.43
H40 1.67 -2.87 -5.10
O15 1.39 -2.09 -4.58